## A
The following is a quantum chemistry calculation of the molecule C4H7ClN2, from the OMol25 dataset.

Last column: natural (NBO) charge in e.
Atoms and positions in Å:
C 0.510 1.678 0.184  -0.654
C -0.821 0.975 -0.174  -0.181
C -1.168 -0.258 0.196  -0.101
Cl -2.814 -0.729 -0.193  -0.014
C -0.325 -1.251 0.845  -0.094
N 0.717 -1.822 0.357  -0.171
N 1.235 -1.362 -0.762  -0.624
H 1.125 1.012 0.867  0.228
H 0.327 2.529 0.771  0.224
H 1.069 2.026 -0.700  0.224
H -1.590 1.603 -0.679  0.219
H -0.627 -1.653 1.845  0.204
H 0.632 -0.659 -1.254  0.356
H 1.730 -2.087 -1.303  0.383

Output
Spin multiplicity ... 1
HOMO-LUMO gap ... 9.842 eV
Total charge ... 0
E_HOMO ... -0.3258 Ha
SMILES string ... C/C=C(Cl)\C=N/N
LUMO energy ... 0.98 eV


## B
The following is a quantum chemistry calculation of the molecule C4H7ClN2, from the OMol25 dataset.

Last column: natural (NBO) charge in e.
Atoms and positions in Å:
C 2.954 -0.602 -0.339  -0.176
N 2.199 0.439 -0.339  -0.218
N 1.102 0.410 0.427  -0.248
C 0.231 -0.810 0.529  -0.272
C -0.992 0.133 0.566  -0.218
Cl -2.450 -0.264 -0.373  -0.047
C -0.051 1.225 0.012  -0.225
H 2.704 -1.596 0.148  0.159
H 3.911 -0.549 -0.879  0.191
H 0.184 -1.389 -0.442  0.207
H 0.360 -1.429 1.420  0.214
H -1.402 0.388 1.576  0.227
H -0.134 2.223 0.377  0.207
H 0.080 1.219 -1.092  0.200

Output
Spin multiplicity ... 1
HOMO-LUMO gap ... 9.860 eV
Total charge ... 0
E_HOMO ... -0.3260 Ha
SMILES string ... C=NN1CC(Cl)C1
LUMO energy ... 0.99 eV


A wins, 51.9 kJ/mol ahead of the next structure.


## A
The following is a quantum chemistry calculation of a cluster of 2 separate species, C5H7NO4 in total, from the OMol25 dataset.

Last column: natural (NBO) charge in e.
Atoms and positions in Å:
C 1.659 1.126 0.046  -0.361
C 2.153 -0.214 0.190  -0.429
C 0.300 0.994 0.059  0.300
C 1.123 -1.058 0.041  0.415
C -2.085 -0.702 0.094  0.716
N -0.001 -0.381 -0.060  -0.564
O -0.793 1.861 -0.200  -0.755
O 1.093 -2.411 0.010  -0.666
O -2.292 -0.216 -1.095  -0.676
O -2.300 -0.065 1.187  -0.638
H 2.288 2.071 0.196  0.220
H 3.133 -0.636 0.084  0.198
H -2.205 -1.782 0.129  0.198
H -0.321 2.551 -0.676  0.505
H 2.077 -2.631 0.047  0.480
H -1.800 0.659 -1.258  0.536
H -2.029 0.835 1.206  0.521

Output
Spin multiplicity ... 1
HOMO-LUMO gap ... 7.479 eV
Total charge ... 0
E_HOMO ... -0.2602 Ha
LUMO energy ... 0.40 eV


## B
The following is a quantum chemistry calculation of the molecule C5H7NO4, from the OMol25 dataset.

Last column: natural (NBO) charge in e.
Atoms and positions in Å:
O 2.380 1.556 -1.769  -0.500
C 2.044 0.645 -1.057  0.432
C 0.600 0.186 -0.933  -0.033
O 0.497 -1.126 -0.426  -0.741
C -0.207 1.099 -0.020  -0.069
C 0.002 1.046 1.453  -0.230
N -1.153 0.414 0.833  -0.442
C -1.239 -0.967 0.811  0.931
O -1.157 -1.708 1.762  -0.575
O -2.039 -1.593 -0.465  -0.810
H 2.774 0.055 -0.460  0.124
H 0.153 0.227 -1.940  0.202
H -0.456 -1.665 -0.909  0.540
H -0.527 2.033 -0.484  0.229
H -0.219 1.928 2.055  0.223
H 0.790 0.388 1.825  0.222
H -2.244 -2.516 -0.277  0.496

Output
Spin multiplicity ... 1
HOMO-LUMO gap ... 10.677 eV
Total charge ... 0
E_HOMO ... -0.3724 Ha
SMILES string ... O=C[C@@H](O)[C@@H]1CN1C(=O)O
LUMO energy ... 0.54 eV


B wins, 8.9 kJ/mol ahead of the next structure.


## A
The following is a quantum chemistry calculation of the ion C6H13N with charge +1, from the OMol25 dataset.

Last column: natural (NBO) charge in e.
Atoms and positions in Å:
C -2.432 -2.012 -0.623  -0.606
C -1.190 -1.226 -1.053  -0.402
C -0.315 -0.866 0.161  -0.490
C 0.583 0.327 0.089  0.230
C 0.979 0.868 1.319  0.117
N 1.900 1.824 1.428  -0.619
C 0.658 1.146 -1.145  -0.703
H -2.152 -3.027 -0.323  0.219
H -3.003 -1.482 0.133  0.209
H -3.062 -2.123 -1.513  0.233
H -1.516 -0.394 -1.684  0.208
H -0.605 -1.868 -1.707  0.218
H -1.029 -0.755 0.985  0.252
H 0.319 -1.728 0.404  0.267
H 0.570 0.545 2.267  0.233
H 2.461 1.967 0.594  0.411
H 2.462 1.773 2.272  0.430
H 1.162 0.633 -1.966  0.277
H 0.999 2.167 -0.988  0.236
H -0.394 1.236 -1.446  0.279

Output
Spin multiplicity ... 2
HOMO-LUMO gap (spin up / spin down) ... 10.135 / 8.727 eV
Total charge ... +1
E_HOMO (spin up / spin down) ... -0.5104 / -0.5661 Ha
LUMO energy (spin up / spin down) ... -3.75 / -6.68 eV


## B
The following is a quantum chemistry calculation of the ion C6H13N with charge +1, from the OMol25 dataset.

Last column: natural (NBO) charge in e.
Atoms and positions in Å:
C 0.571 0.692 0.746  -0.273
N -0.269 -0.077 -0.190  0.047
C -1.035 0.456 -1.296  -0.264
C -1.716 1.780 -0.942  -0.627
C 0.188 -1.454 -0.275  -0.272
C 1.069 -1.712 0.934  -0.412
C 1.554 -0.292 1.336  -0.423
H -0.121 1.022 1.541  0.267
H 0.840 1.628 0.261  0.261
H -0.344 0.535 -2.144  0.254
H -1.775 -0.286 -1.596  0.246
H -2.456 2.091 -1.674  0.260
H -2.281 1.601 -0.027  0.227
H -0.977 2.571 -0.838  0.224
H -0.678 -2.110 -0.370  0.258
H 0.793 -1.527 -1.188  0.254
H 0.561 -2.185 1.766  0.235
H 1.883 -2.378 0.672  0.249
H 1.657 -0.184 2.407  0.253
H 2.537 -0.172 0.875  0.236

Output
Spin multiplicity ... 2
HOMO-LUMO gap (spin up / spin down) ... 12.489 / 9.305 eV
Total charge ... +1
E_HOMO (spin up / spin down) ... -0.5623 / -0.5892 Ha
LUMO energy (spin up / spin down) ... -2.81 / -6.73 eV


B wins, 16.5 kJ/mol ahead of the next structure.